This record from OMol25 describes a cluster of 4 separate species, C42H81BrF3N4O7PS in total in a non-equilibrium geometry. The level of theory is ωB97M-V/def2-TZVPD.

The geometry in XYZ format:
```
140
Properties=species:S:1:pos:R:3:forces:R:3
C 3.265 2.170 3.954 -1.359 0.296 0.993
C 2.564 3.231 3.061 0.719 -0.459 -0.902
C 1.326 2.688 2.275 1.959 -0.102 0.171
N 0.140 2.552 3.180 0.812 0.521 0.896
C 0.068 1.292 3.995 -0.306 0.208 1.183
C -1.340 1.404 4.633 -1.180 -3.212 -1.281
O -1.556 1.985 5.886 1.074 0.546 -0.599
C -0.667 2.990 6.343 -0.231 1.587 0.689
C -1.111 4.466 6.029 0.312 0.167 0.638
C 0.124 5.343 5.708 -0.307 -0.156 0.652
O -1.672 5.007 7.242 -0.317 -0.243 -0.629
C -2.274 1.826 3.403 2.354 -0.292 -0.926
C -2.206 0.589 2.395 -0.441 0.623 -0.128
C -3.512 0.246 1.633 1.487 1.896 0.226
O -3.983 -0.788 1.795 -1.527 -3.163 0.300
Br -4.406 1.422 0.365 0.433 0.235 0.103
C -3.648 2.354 3.837 0.267 0.292 0.368
C -4.416 1.458 4.835 -0.210 0.366 0.636
O -4.924 0.265 4.289 0.192 0.080 -0.531
C -5.665 2.276 5.299 0.119 -2.458 -0.885
F -6.428 2.560 4.238 0.080 0.867 -0.154
F -6.416 1.461 6.045 -0.022 0.345 0.788
F -5.348 3.364 5.977 -0.025 0.495 0.103
C -1.265 2.905 2.742 -1.529 0.920 0.754
P -1.639 3.540 1.025 -1.078 1.651 -0.076
S -3.168 4.740 1.201 0.262 -0.369 0.039
H 3.070 1.145 3.591 0.489 0.445 -0.093
H 2.776 2.205 4.952 0.453 -0.121 -0.302
H 4.330 2.358 4.131 -0.329 -0.076 -0.337
H 2.337 4.178 3.583 0.000 -0.442 -0.056
H 3.290 3.506 2.270 -0.472 0.000 0.219
H 1.196 3.373 1.430 -0.643 -0.352 0.308
H 1.637 1.686 1.928 -0.599 0.393 -0.169
H 0.332 3.262 3.900 -0.045 -0.029 -0.261
H 0.292 0.443 3.337 -0.730 0.149 0.226
H 0.779 1.215 4.831 0.228 0.580 -0.647
H -1.595 0.334 4.807 -0.085 0.543 0.022
H 0.404 2.890 6.074 -0.466 -0.511 -0.286
H -0.688 2.948 7.448 0.005 -0.148 -0.503
H -1.920 4.518 5.278 0.593 -0.226 -0.108
H -0.154 6.401 5.839 0.141 -0.398 -0.481
H 0.591 5.152 4.726 -0.206 0.196 0.264
H 0.864 5.145 6.509 -0.182 0.028 -0.478
H -2.501 5.437 6.991 0.205 -0.023 0.384
H -1.413 0.729 1.632 -0.377 0.109 0.311
H -1.932 -0.346 2.914 -0.412 0.360 -0.158
H -3.463 3.314 4.358 -0.121 -0.400 -0.237
H -4.316 2.603 2.999 0.415 -0.248 0.130
H -3.873 1.212 5.763 0.111 0.475 -0.391
H -4.387 -0.501 4.531 -0.155 0.249 0.070
H -1.485 3.817 3.334 0.110 -0.133 -0.692
H -1.809 2.510 0.070 0.475 -0.109 0.415
H -0.559 4.348 0.567 0.177 -0.865 0.262
C -2.616 -5.847 -1.879 -0.191 0.191 -0.035
C -2.788 -6.533 -0.495 0.830 -0.152 -2.070
C -3.938 -7.550 -0.552 -0.471 0.047 0.414
C -5.320 -6.903 -0.573 0.049 -0.010 -0.009
C -5.473 -5.922 0.586 0.066 -0.537 -0.030
C -4.351 -4.880 0.639 -0.986 1.753 -0.823
N -2.994 -5.498 0.561 -1.019 -2.094 1.701
O -2.729 -6.034 1.722 0.563 0.659 -0.137
C -4.546 -3.873 -0.516 0.013 -0.073 -0.341
C -4.517 -4.030 1.902 0.417 -0.376 0.537
C -1.481 -7.311 -0.291 0.063 0.006 0.837
H -1.798 -6.283 -2.449 -0.043 -0.124 0.103
H -3.508 -5.934 -2.501 -0.034 0.119 0.040
H -2.369 -4.791 -1.776 -0.029 -0.027 0.018
H -3.885 -8.215 0.318 0.119 0.124 0.045
H -3.823 -8.190 -1.429 0.213 0.120 -0.024
H -5.494 -6.400 -1.528 0.027 0.032 0.014
H -6.086 -7.679 -0.496 0.019 0.028 -0.024
H -6.442 -5.421 0.510 0.138 0.183 0.041
H -5.498 -6.487 1.524 0.165 0.059 0.021
H -3.716 -3.163 -0.561 0.020 -0.063 0.020
H -5.459 -3.293 -0.366 0.022 -0.087 0.173
H -4.648 -4.341 -1.493 0.115 -0.019 0.026
H -4.525 -4.633 2.811 0.147 -0.070 -0.094
H -5.464 -3.489 1.879 0.020 -0.054 -0.249
H -3.718 -3.292 1.987 0.012 -0.065 -0.029
H -0.625 -6.635 -0.230 -0.034 0.015 -0.023
H -1.314 -7.994 -1.126 -0.176 0.190 -0.110
H -1.495 -7.925 0.611 -0.043 0.186 0.052
C 2.745 -3.611 -4.825 -0.044 0.318 -0.019
C 1.601 -4.652 -4.983 2.181 0.296 0.109
C 1.397 -4.990 -6.467 -0.540 0.075 -0.264
C 0.702 -3.882 -7.253 0.021 -0.013 0.038
C -0.599 -3.474 -6.571 0.163 -0.451 -0.233
C -0.410 -3.100 -5.096 -0.102 2.169 -0.069
N 0.357 -4.135 -4.340 -1.425 -1.901 -1.514
O -0.442 -5.142 -4.122 0.226 0.335 0.709
C 0.308 -1.735 -5.013 0.336 0.059 -0.091
C -1.783 -2.835 -4.467 -0.150 -0.624 0.281
C 2.130 -5.910 -4.280 -0.694 -0.332 0.265
H 3.681 -4.085 -4.533 -0.077 -0.162 -0.106
H 2.946 -3.068 -5.750 -0.067 0.083 0.044
H 2.523 -2.887 -4.041 -0.063 -0.012 -0.046
H 0.796 -5.901 -6.557 -0.012 0.033 0.183
H 2.361 -5.216 -6.931 0.080 0.012 0.224
H 1.364 -3.019 -7.369 -0.009 0.010 0.036
H 0.487 -4.235 -8.265 0.026 0.025 0.026
H -1.043 -2.634 -7.112 -0.021 0.074 0.217
H -1.314 -4.299 -6.654 0.036 -0.025 0.171
H 0.537 -1.477 -3.976 0.004 -0.075 -0.012
H -0.330 -0.944 -5.411 -0.117 -0.153 -0.001
H 1.232 -1.691 -5.587 0.023 -0.065 0.076
H -2.456 -3.687 -4.562 0.138 -0.063 0.091
H -2.270 -1.993 -4.959 0.217 0.019 -0.096
H -1.688 -2.591 -3.405 0.029 -0.057 -0.014
H 2.281 -5.732 -3.213 -0.016 0.027 -0.021
H 3.086 -6.210 -4.712 -0.024 0.257 -0.080
H 1.461 -6.764 -4.391 -0.101 0.150 0.076
C 7.461 4.299 -1.672 0.064 0.317 -0.008
C 6.002 3.780 -1.545 2.166 -0.574 -0.316
C 5.391 3.580 -2.939 -0.542 0.302 -0.148
C 5.026 4.888 -3.636 0.025 -0.022 0.025
C 4.143 5.748 -2.738 -0.065 -0.519 -0.223
C 4.753 5.988 -1.351 0.748 2.108 -0.151
N 5.203 4.719 -0.702 -2.437 -1.210 -1.221
O 4.145 4.088 -0.273 0.362 0.139 0.837
C 5.937 6.970 -1.485 0.307 -0.097 -0.131
C 3.741 6.745 -0.484 -0.295 -0.544 0.373
C 6.146 2.398 -0.890 -0.711 -0.035 0.430
H 8.186 3.497 -1.542 -0.151 -0.114 -0.077
H 7.663 4.746 -2.646 -0.021 0.098 0.055
H 7.695 5.034 -0.901 -0.060 0.012 -0.038
H 4.484 2.971 -2.860 0.034 0.026 0.173
H 6.082 3.015 -3.569 0.129 -0.023 0.213
H 5.927 5.434 -3.926 -0.001 0.012 0.037
H 4.494 4.668 -4.565 0.041 0.014 0.016
H 3.953 6.706 -3.229 0.059 0.074 0.224
H 3.167 5.262 -2.634 0.051 -0.042 0.150
H 6.449 7.097 -0.530 -0.026 -0.054 -0.017
H 5.582 7.953 -1.796 -0.159 -0.097 0.035
H 6.672 6.670 -2.229 0.005 -0.067 0.072
H 2.789 6.220 -0.400 0.099 -0.100 0.028
H 3.524 7.721 -0.919 0.182 -0.066 -0.125
H 4.133 6.911 0.522 0.013 -0.036 -0.030
H 6.565 2.480 0.115 0.014 0.032 -0.028
H 6.808 1.767 -1.483 0.059 0.247 -0.080
H 5.195 1.867 -0.821 -0.018 0.162 0.064
```
Positions in Å, forces in eV/Å.

Values from the calculation:
Molar mass (g/mol): 954.07
Multiplicity: 4
Total energy (hartree): -6007.265004
Net charge: +1
<S²>: 3.76